The following is a quantum chemistry calculation of C15H36AlBr2ClIN2 as an isolated structure, from OMol25.

Positions of all 58 atoms, in Å:
C -6.52942 0.73602 -0.65210
C -5.31076 1.44615 -0.09167
Br -4.10504 1.89564 -1.59630
C -5.66911 2.65291 0.76602
Br -5.79065 1.99135 2.63933
Al -4.72171 4.42910 0.86739
Cl -2.57475 4.17446 1.02271
I -5.35224 5.67269 -1.32752
H -6.26079 -0.13595 -1.25021
H -7.11431 1.41696 -1.27286
H -7.14956 0.40512 0.18680
H -4.69506 0.75665 0.47959
H -6.71120 2.91804 0.56199
H -5.27990 5.28733 2.07553
C 2.17267 -0.20845 2.53548
C 1.44006 0.71785 1.57686
N 1.72637 2.12086 1.81174
C 0.80162 3.01788 1.12609
C 0.81811 3.03664 -0.40427
C 3.13191 2.48490 1.75495
C 3.92162 2.08264 0.50141
H 1.99324 0.09411 3.56856
H 1.81434 -1.23165 2.40691
H 3.25120 -0.21114 2.36349
H 0.36237 0.58931 1.70711
H 1.65657 0.40534 0.54375
H 0.98216 4.02823 1.50257
H -0.20526 2.75421 1.45289
H 1.71084 3.51772 -0.80631
H -0.05454 3.58861 -0.75673
H 0.75733 2.02786 -0.81849
H 3.63473 2.04897 2.62371
H 3.18273 3.56882 1.88521
H 3.78467 1.02334 0.27214
H 4.98882 2.24660 0.66722
H 3.62339 2.65169 -0.37746
C 1.23556 -0.96446 -1.81571
C 1.91784 -2.10136 -1.07257
N 0.99305 -3.14156 -0.65874
C 1.53552 -4.05705 0.32717
C 2.70816 -4.95018 -0.09446
C 0.18163 -3.72718 -1.71400
C 0.91689 -4.32743 -2.91758
H 0.37886 -0.59278 -1.25188
H 1.93909 -0.14071 -1.95148
H 0.89088 -1.26093 -2.80769
H 2.37302 -1.70900 -0.15781
H 2.75056 -2.48167 -1.68785
H 0.71298 -4.68556 0.67982
H 1.85377 -3.45215 1.18196
H 2.40247 -5.72115 -0.80138
H 3.12694 -5.44846 0.78235
H 3.50602 -4.36561 -0.55570
H -0.50225 -2.95751 -2.07915
H -0.44405 -4.49167 -1.24636
H 1.64626 -3.62410 -3.32378
H 0.20210 -4.55252 -3.71147
H 1.44426 -5.24777 -2.66920

calculated total energy: -6851.18472 Eh
HOMO energy: -5.4 eV
relative energy (zero: lowest compared OMol25 entry of this formula, charge and spin): 0.0000 eV
multiplicity: 1
total charge: -1


The following is a quantum chemistry calculation of a 2-piece molecular cluster, C15H36BN2O10PS overall, from OMol25.

Positions of all 66 atoms, in Å:
C -2.75632 -5.50951 3.96846
C -1.44017 -5.03124 3.08250
C -0.26555 -4.30546 3.96578
C -0.67638 -2.86014 4.61894
C -1.58220 -1.89164 3.65573
C -0.65469 -0.95162 2.63417
C -1.41642 -0.55428 1.23799
N -2.94370 -0.52097 1.34533
O -1.12301 -1.67139 0.27885
C -0.91606 0.87748 0.57330
O 0.54312 1.05749 0.55738
C 1.16411 0.53813 -0.66323
O 2.64320 0.68048 -0.47292
C 3.27246 -0.62687 -0.22886
C 4.90395 -0.40149 -0.51751
P 0.77123 1.59011 -2.25543
N 2.13415 1.82994 -3.15622
O 0.09747 3.15927 -1.87531
O -0.27334 0.59263 -3.25930
B -1.52752 2.21135 1.38280
O -2.96186 2.54545 1.48187
C -0.47607 3.29774 2.10763
C 0.13293 2.76093 3.53192
H -3.69303 -4.81399 3.74906
H -2.49489 -5.53484 5.11874
H -3.02712 -6.61499 3.64718
H -0.97715 -5.97101 2.50997
H -1.87855 -4.34115 2.21397
H -0.04220 -5.03406 4.88464
H 0.75050 -4.28704 3.34491
H -1.17278 -2.97804 5.67979
H 0.34781 -2.27738 4.80583
H -2.46521 -2.43654 3.09729
H -2.11053 -1.10384 4.38185
H 0.39070 -1.46761 2.48231
H -0.45257 0.05162 3.21264
H -3.25108 -0.13144 2.26950
H -3.33355 -1.49336 1.23700
H -0.17158 -1.98933 0.43272
H -1.42305 0.92147 -0.49889
H 0.95136 -0.59980 -0.88758
H 3.04466 -0.97704 0.86411
H 2.94389 -1.48211 -0.95666
H 5.13666 0.73401 -0.24666
H 5.14396 -0.48921 -1.68114
H 5.57893 -1.08399 0.15150
H 1.99290 1.37648 -4.11121
H 0.38778 3.81945 -2.59524
H -0.28462 -0.32836 -2.82095
H -3.18153 2.39014 2.46618
H 0.35027 3.65368 1.32917
H -1.10457 4.28010 2.36076
H -0.67784 2.33500 4.26381
H 0.95182 1.94230 3.29617
H 0.68820 3.62716 4.13411
C 0.26344 2.46633 -6.35303
C 1.38421 3.47212 -6.60200
O 1.58101 3.46960 -8.01411
S 0.15456 3.17293 -8.74734
O -0.42009 4.43884 -9.14531
O 0.33104 2.06708 -9.65967
O -0.65100 2.63921 -7.43428
H 0.64086 1.43923 -6.38707
H -0.23946 2.63682 -5.39737
H 2.30767 3.20354 -6.08348
H 1.08086 4.48166 -6.30514

calculated total energy: -2219.19538 Eh
HOMO energy: -9.1 eV
multiplicity: 1
SMILES: CCCCCC[C@](N)(O)[C@H](O[C@H](OCC)P(=N)(O)O)B(O)CC.O=S1(=O)OCCO1


The following is a quantum chemistry calculation of a 5-piece molecular cluster, C15H36FNO10 overall, from OMol25.

Positions of all 63 atoms, in Å:
N 0.30093 0.55436 0.41875
H -0.59719 -0.05351 0.00022
H 0.96746 -0.08362 1.16964
H -0.00473 1.40309 0.90992
H 0.97316 0.83256 -0.27926
O 2.94064 1.71172 0.66083
H 3.97292 1.89223 0.60786
C 3.81942 -0.14910 -1.92349
C 2.84156 0.57615 -2.86013
O 2.05363 -0.52496 -3.35160
C 2.23743 -1.63743 -2.50485
O 1.76419 -2.73759 -2.73853
O 3.08603 -1.36852 -1.58882
F 3.40737 1.14477 -3.87219
H 4.07681 0.50061 -1.05101
H 4.55925 -0.42556 -2.48901
H 2.22800 1.16929 -2.29278
C -1.37116 -1.22794 -3.17952
O -1.63513 0.04318 -2.81498
C -2.75624 0.25626 -1.90179
C -2.87927 1.71387 -1.50681
O -1.84366 2.16368 -0.90714
C -1.85479 3.58914 -0.67752
C -0.49214 3.94338 -0.00316
O -0.70587 3.47322 1.26119
C 0.50429 3.79508 2.05795
H -1.00079 -1.69693 -2.21777
H -0.61115 -1.37095 -4.01685
H -2.18782 -1.76068 -3.66891
H -2.51845 -0.21272 -1.08608
H -3.54617 0.05505 -2.55680
H -3.81031 1.78118 -0.95698
H -3.00187 2.32500 -2.45597
H -2.64580 3.85377 0.02154
H -1.87810 4.15737 -1.63768
H -0.48300 5.07032 -0.26223
H -0.06727 3.43857 -0.68715
H 0.36145 3.29618 2.83284
H 0.61469 4.88575 2.21693
H 1.34341 3.04691 1.76235
C 2.57561 -3.02802 2.79824
O 1.67667 -2.48344 1.90372
C 1.32367 -3.49329 0.98523
C 0.11790 -2.98482 0.20736
O -0.60399 -2.16649 0.74141
C -1.67427 -2.72025 1.62809
C -1.88235 -1.45697 2.39207
O -2.41774 -0.35092 1.59557
C -2.54014 0.94981 2.13873
H 3.72267 -2.96832 2.68372
H 2.43870 -4.06462 3.14414
H 2.25239 -2.55480 3.85209
H 1.08387 -4.53121 1.35939
H 2.22917 -3.74573 0.28339
H -0.62907 -3.68108 -0.12188
H 0.52144 -2.28605 -0.53794
H -1.13469 -3.66159 2.20832
H -2.36708 -2.91330 1.11537
H -1.07912 -1.18567 2.98775
H -2.56949 -1.99634 2.95393
H -3.07471 1.17122 2.95644
H -2.50674 1.68591 1.35332
H -1.62443 1.04278 2.94056

calculated total energy: -1499.56613 Eh
HOMO energy: -7.1 eV
relative energy (zero: lowest compared OMol25 entry of this formula, charge and spin): 4.9118 eV
multiplicity: 1


The following is a quantum chemistry calculation of C15H36FeN5O6 as an isolated structure, from OMol25.

Positions of all 63 atoms, in Å:
Fe 1.52435 0.84448 -0.33163
O 3.29762 1.47643 -0.41992
H 3.86586 2.17817 -0.72794
C 2.46173 -1.74588 1.43822
O 1.90619 -0.69397 1.13666
N 1.97327 -2.65606 2.29409
C 2.76209 -3.78678 2.70956
C 0.73924 -2.41963 2.99993
H 3.43444 -2.01693 1.00650
H 3.09805 -3.66810 3.74331
H 3.62369 -3.89899 2.05880
H 2.15893 -4.69610 2.66750
H 0.94968 -2.13187 4.03364
H 0.21837 -1.60306 2.50912
H 0.13823 -3.32718 2.99517
C -0.04279 2.91386 -2.48968
O 0.69866 2.21942 -1.82740
N -1.09992 3.59936 -2.04450
C -1.51711 3.49715 -0.68342
C -2.00052 4.27286 -2.95862
H 0.10387 3.05531 -3.57268
H -2.41307 2.88419 -0.57180
H -1.66874 4.49348 -0.26375
H -0.71765 3.03851 -0.09998
H -3.00764 3.85938 -2.86795
H -2.04586 5.34558 -2.76490
H -1.67303 4.13806 -3.99011
C 1.81615 -1.56573 -2.56597
O 1.82235 -0.54698 -1.89421
N 0.87272 -1.88306 -3.47174
C 0.91686 -3.12896 -4.21244
C -0.18509 -0.95032 -3.79772
H 2.61350 -2.32085 -2.52302
H -0.05863 -3.62029 -4.13933
H 1.64949 -3.79118 -3.76149
H 1.10919 -2.93967 -5.26788
H -1.17201 -1.30155 -3.49533
H 0.03577 0.01572 -3.34575
H -0.19329 -0.76683 -4.88042
C -1.67022 -0.34454 -0.14136
O -0.51548 0.02937 -0.10335
N -2.04541 -1.62347 -0.23329
C -1.05841 -2.70240 -0.13711
C -3.44424 -2.00246 -0.23441
H -2.52120 0.35037 -0.07094
H -1.40136 -3.41365 0.61165
H -0.10151 -2.27300 0.14258
H -0.98090 -3.20419 -1.10092
H -3.79763 -2.29673 0.75611
H -4.05532 -1.18400 -0.61256
H -3.59608 -2.84772 -0.90765
C 0.87131 2.81751 2.33871
O 1.01415 2.21742 1.30055
N 0.09055 2.43337 3.35538
C -0.07384 3.24894 4.54262
C -0.76818 1.28525 3.21719
H 1.38037 3.77636 2.52110
H -0.93084 3.92168 4.44780
H 0.82047 3.84533 4.70572
H -0.23456 2.59702 5.39710
H -1.80177 1.61074 3.05180
H -0.42900 0.67847 2.38656
H -0.74587 0.70834 4.14378

calculated total energy: -2581.94472 Eh
HOMO energy (spin up / spin down): -10.2 / -9.3 eV
relative energy (zero: lowest compared OMol25 entry of this formula, charge and spin): 0.0000 eV
multiplicity: 5
total charge: +1